(1)
Molecular formula: C42H44O3P2STi
Method: DFT, ωB97M-V/def2-TZVPD

Output
**<S²>**: 2.066
**2S+1**: 3
**Molecular weight**: 738.7 g/mol
**Energy above the lowest of the compared OMol25 structures with the same formula, charge and spin**: 528.6 kJ/mol
**Maximum force**: 3.41 eV/Å
**Gap between HOMO and LUMO (alpha / beta)**: 0.1898 / 0.1780 Eh
**Energy**: -102929.7282 eV

Last column: Löwdin spin population.
Atoms and positions in Å:
Ti: 1.298 0.057 0.408  0.9893
C: 1.441 -2.582 -2.893  0.0113
C: 0.735 -1.618 -3.482  0.0044
C: -0.477 -1.866 -4.342  0.0034
C: -1.562 -2.816 -3.772  0.0025
C: -1.558 -3.030 -2.282  0.0069
C: -0.733 -3.814 -1.584  -0.0025
C: 0.280 -4.741 -2.195  0.0004
C: 1.256 -4.033 -3.166  0.0017
C: -0.953 0.470 2.225  0.0271
H: 2.292 -2.367 -2.270  0.0002
H: 1.145 -0.601 -3.592  0.0011
H: -0.143 -2.275 -5.313  -0.0002
H: -0.948 -0.894 -4.563  0.0011
H: -2.531 -2.354 -4.021  0.0002
H: -1.529 -3.771 -4.331  0.0005
H: -2.450 -2.625 -1.792  0.0025
H: -0.935 -4.008 -0.535  -0.0001
H: -0.229 -5.559 -2.745  -0.0001
H: 0.856 -5.217 -1.378  -0.0001
H: 2.231 -4.520 -3.048  0.0002
H: 0.909 -4.228 -4.191  0.0003
H: 0.155 0.572 2.177  0.0055
H: -1.271 0.170 3.251  0.0019
H: -1.391 1.443 2.009  0.0005
P: 0.616 0.847 -1.668  0.0857
P: -1.731 -0.759 1.194  0.1364
C: -0.995 0.095 -1.558  0.3117
C: -1.748 -0.512 -0.571  0.2183
C: 0.667 2.100 -2.921  -0.0042
C: 0.043 1.981 -4.181  -0.0012
C: 0.017 3.087 -5.028  -0.0007
C: 0.611 4.292 -4.631  0.0002
C: 1.286 4.389 -3.404  0.0000
C: 1.324 3.296 -2.547  0.0001
C: 2.294 0.029 -1.602  0.0565
C: 2.653 -1.011 -0.611  -0.0095
C: 3.946 -1.577 -0.619  0.0076
C: 4.888 -1.129 -1.523  -0.0068
C: 4.559 -0.174 -2.496  -0.0007
C: 3.279 0.382 -2.576  0.0074
C: -3.503 -0.443 1.534  0.0193
C: -4.010 0.759 1.009  0.0057
C: -5.330 1.143 1.249  0.0023
C: -6.163 0.299 1.991  -0.0008
C: -5.688 -0.934 2.451  0.0025
C: -4.357 -1.312 2.220  0.0025
C: -1.267 -2.345 1.938  0.0287
C: -0.270 -2.465 2.934  0.0079
C: 0.163 -3.723 3.367  0.0003
C: -0.352 -4.888 2.788  0.0039
C: -1.366 -4.780 1.830  0.0008
C: -1.858 -3.523 1.462  0.0081
H: -1.554 0.284 -2.477  0.0168
H: -2.777 -0.696 -0.926  0.0075
H: -0.404 1.032 -4.476  0.0001
H: -0.487 3.014 -5.991  -0.0001
H: 0.543 5.171 -5.272  0.0000
H: 1.766 5.321 -3.094  0.0000
H: 1.841 3.345 -1.582  0.0000
H: 1.836 -1.628 -0.066  -0.0032
H: 4.141 -2.356 0.114  0.0004
H: 5.902 -1.531 -1.518  -0.0004
H: 5.305 0.124 -3.238  0.0004
H: 3.022 1.055 -3.411  0.0009
H: -3.382 1.369 0.354  0.0020
H: -5.699 2.085 0.838  0.0001
H: -7.193 0.599 2.185  0.0000
H: -6.356 -1.618 2.979  0.0003
H: -3.994 -2.290 2.532  0.0001
H: 0.164 -1.573 3.375  0.0003
H: 0.911 -3.801 4.160  0.0001
H: 0.027 -5.873 3.076  0.0003
H: -1.777 -5.674 1.353  0.0001
H: -2.682 -3.450 0.745  0.0020
C: 1.350 5.723 6.506  0.0000
C: 1.374 4.867 5.259  0.0000
C: 0.685 5.284 4.111  0.0001
C: 0.740 4.537 2.932  0.0003
C: 1.499 3.358 2.870  0.0014
C: 2.103 2.888 4.042  0.0001
C: 2.051 3.644 5.215  0.0000
S: 1.889 2.622 1.296  0.0028
O: 0.590 2.199 0.609  -0.0018
O: 2.736 3.530 0.571  -0.0011
O: 2.507 1.223 1.547  0.0305
H: 1.849 6.691 6.344  0.0000
H: 0.313 5.941 6.810  0.0000
H: 1.890 5.221 7.322  0.0000
H: 0.150 6.239 4.143  0.0000
H: 0.254 4.910 2.036  0.0000
H: 2.687 1.978 4.015  -0.0001
H: 2.586 3.315 6.112  0.0000


(2)
Molecular formula: C42H45AsGeN2O3S4SbSeW
Method: DFT, ωB97M-V/def2-TZVPD

Output
**<S²>**: 2.083
**2S+1**: 3
**Molecular weight**: 1286.2 g/mol
**Energy above the lowest of the compared OMol25 structures with the same formula, charge and spin**: 369.7 kJ/mol
**Maximum force**: 1.43 eV/Å
**Gap between HOMO and LUMO (alpha / beta)**: 0.2182 / 0.2202 Eh
**Energy**: -287811.0480 eV
**Net charge**: -1

Last column: Löwdin spin population.
Atoms and positions in Å:
W: 0.767 0.285 -1.594  1.0464
C: -1.221 3.590 -3.362  0.0009
O: -1.329 2.447 -2.525  0.0068
C: -2.384 1.617 -2.681  0.0020
C: -3.403 1.831 -3.605  -0.0001
C: -4.466 0.945 -3.689  0.0016
C: -4.517 -0.159 -2.853  0.0000
C: -3.495 -0.376 -1.941  0.0016
C: -2.422 0.495 -1.850  0.0015
N: -1.335 0.273 -0.927  0.0091
N: -1.692 -0.543 0.003  0.0234
C: -0.987 -0.751 1.115  0.0032
C: 0.174 -0.001 1.390  0.0139
O: 0.816 0.596 0.502  0.0250
C: 0.669 0.179 2.790  0.0243
C: 0.186 -0.915 3.787  0.0281
C: -1.045 -1.690 3.433  0.0037
C: -1.638 -2.505 4.393  0.0007
C: -2.752 -3.270 4.095  -0.0001
C: -3.291 -3.210 2.815  0.0005
C: -2.718 -2.393 1.859  0.0000
C: -1.589 -1.626 2.149  0.0015
H: -1.126 3.293 -4.410  0.0002
H: -0.304 4.083 -3.050  0.0002
H: -2.082 4.251 -3.219  0.0000
H: -3.354 2.678 -4.274  0.0000
H: -5.245 1.114 -4.421  0.0001
H: -5.335 -0.864 -2.920  -0.0001
H: -3.509 -1.248 -1.300  0.0000
H: 0.499 1.227 3.060  0.0064
H: 0.117 -0.505 4.795  0.0012
H: -1.208 -2.534 5.388  0.0002
H: -3.197 -3.905 4.851  0.0000
H: -4.159 -3.805 2.561  0.0000
H: -3.140 -2.343 0.865  0.0000
S: 2.461 -0.267 -3.417  -0.0020
As: 0.358 0.389 -4.045  -0.0245
S: 2.011 2.671 -3.258  -0.0125
S: -0.262 -1.535 -3.186  -0.0420
S: -0.289 0.995 -5.924  -0.0200
C: 4.508 1.569 -2.669  -0.0006
C: 3.018 1.343 -2.581  0.0057
O: 2.620 1.031 -1.264  0.0239
H: 4.746 2.413 -2.020  -0.0001
H: 4.794 1.810 -3.691  -0.0002
H: 5.051 0.687 -2.322  0.0001
C: 5.157 -3.879 -3.326  -0.0031
C: 3.842 -4.171 -3.669  0.0007
C: 2.796 -3.726 -2.874  -0.0015
C: 3.051 -2.987 -1.722  0.0008
C: 4.374 -2.712 -1.377  -0.0029
C: 5.423 -3.147 -2.179  0.0004
Sb: 1.510 -2.214 -0.437  -0.0400
C: 0.128 -3.844 -0.768  -0.0023
C: 0.654 -5.121 -0.549  -0.0029
C: -0.159 -6.245 -0.591  -0.0001
C: -1.519 -6.110 -0.838  -0.0011
C: -2.053 -4.849 -1.052  0.0000
C: -1.234 -3.727 -1.018  -0.0011
C: 2.067 -0.339 3.021  0.1996
C: 3.315 0.145 3.167  0.0100
C: 4.218 -0.628 3.948  0.3318
C: 3.743 -1.724 4.720  0.0153
C: 2.465 -2.188 4.638  0.2293
C: 1.579 -1.628 3.586  0.0699
H: 5.971 -4.221 -3.953  -0.0002
H: 3.630 -4.736 -4.568  0.0001
H: 1.772 -3.929 -3.163  -0.0002
H: 4.586 -2.136 -0.482  -0.0002
H: 6.445 -2.914 -1.907  0.0001
H: 1.714 -5.243 -0.354  -0.0009
H: 0.272 -7.226 -0.429  0.0001
H: -2.157 -6.985 -0.867  -0.0001
H: -3.112 -4.735 -1.254  0.0000
H: -1.668 -2.755 -1.217  0.0000
H: 3.603 1.111 2.772  -0.0046
H: 5.248 -0.316 4.053  0.0212
H: 4.429 -2.193 5.416  -0.0063
H: 2.132 -3.020 5.247  0.0128
H: 1.438 -2.365 2.773  0.0348
C: -2.917 3.603 3.144  0.0001
Ge: -2.188 4.830 1.809  0.0002
C: -0.752 5.881 2.616  0.0002
C: -3.592 6.045 1.199  0.0001
C: -1.579 3.754 0.286  0.0005
Se: 0.338 3.446 0.149  0.0079
C: 0.876 5.202 -0.487  0.0007
H: -3.193 4.131 4.057  0.0000
H: -2.175 2.843 3.396  0.0000
H: -3.800 3.099 2.751  0.0000
H: -0.961 6.053 3.672  0.0000
H: -0.658 6.850 2.123  0.0000
H: 0.193 5.347 2.524  0.0001
H: -3.960 6.653 2.027  0.0000
H: -4.431 5.490 0.778  0.0000
H: -3.201 6.712 0.429  0.0000
H: -1.946 4.151 -0.661  0.0001
H: -1.999 2.748 0.377  0.0000
H: 0.218 5.967 -0.079  0.0001
H: 0.875 5.218 -1.575  0.0001
H: 1.891 5.368 -0.132  0.0000


(3)
Molecular formula: C42H45N5O3PPtS5
Method: DFT, ωB97M-V/def2-TZVPD

Output
**<S²>**: 6.038
**2S+1**: 5
**Molecular weight**: 1054.2 g/mol
**Energy above the lowest of the compared OMol25 structures with the same formula, charge and spin**: 0.0 kJ/mol
**Maximum force**: 0.16 eV/Å
**Gap between HOMO and LUMO (alpha / beta)**: 0.2844 / 0.1799 Eh
**Energy**: -124581.4762 eV
**Net charge**: +1

Last column: Löwdin spin population.
Atoms and positions in Å:
Pt: -0.049 0.824 -0.868  1.3293
N: 7.017 -3.769 1.316  0.0014
C: 6.037 -3.077 0.653  0.0014
C: 6.372 -2.060 -0.253  0.0009
C: 5.389 -1.389 -0.945  0.0023
C: 4.056 -1.727 -0.751  0.0080
C: 3.705 -2.736 0.137  0.0014
C: 4.687 -3.402 0.839  -0.0002
S: 2.822 -0.881 -1.647  0.0145
O: 1.833 -1.846 -2.100  0.0844
O: 3.466 -0.072 -2.653  -0.0014
N: 1.983 0.074 -0.611  0.0598
C: 2.607 1.096 0.043  0.0096
N: 3.926 1.142 0.230  0.0053
C: 4.386 2.149 0.957  -0.0019
C: 3.567 3.127 1.508  0.0046
C: 2.220 3.019 1.223  0.0076
N: 1.732 2.026 0.487  0.0915
H: 7.948 -3.394 1.331  0.0000
H: 6.760 -4.332 2.106  0.0000
H: 7.414 -1.805 -0.406  0.0001
H: 5.640 -0.593 -1.632  0.0001
H: 2.665 -3.000 0.273  0.0000
H: 4.414 -4.190 1.530  0.0000
H: 5.461 2.177 1.104  -0.0002
H: 3.959 3.933 2.107  0.0006
H: 1.508 3.750 1.590  0.0006
S: -0.437 -0.680 -2.887  0.8207
C: 0.529 0.532 -3.655  0.0447
C: 1.043 0.442 -4.940  0.0778
C: 1.897 1.450 -5.366  -0.0099
C: 2.202 2.490 -4.506  0.0762
C: 1.627 2.514 -3.239  0.0181
N: 0.799 1.565 -2.841  0.1707
H: 0.794 -0.404 -5.563  0.0047
H: 2.334 1.410 -6.355  -0.0020
H: 2.888 3.273 -4.796  0.0047
H: 1.838 3.306 -2.531  0.0010
O: -0.569 -1.502 0.675  0.7629
C: -0.331 -2.460 1.644  0.0368
C: 0.398 -1.924 2.852  0.0003
C: 0.226 -2.258 4.161  0.0004
C: 1.171 -1.626 5.017  0.0009
C: 2.034 -0.831 4.331  0.0007
S: 1.721 -0.846 2.649  0.0038
C: -1.791 -2.773 1.942  0.0587
C: -2.661 -2.052 2.727  0.0677
C: -3.967 -2.584 2.717  0.0064
C: -4.065 -3.689 1.918  0.0777
S: -2.585 -4.096 1.180  0.0050
C: 0.374 -3.654 1.037  0.0122
C: 0.400 -3.999 -0.280  -0.0009
C: 1.099 -5.216 -0.509  0.0000
C: 1.573 -5.762 0.642  -0.0004
S: 1.228 -4.787 2.006  0.0020
H: -0.544 -2.937 4.502  0.0007
H: 1.199 -1.755 6.088  0.0001
H: 2.837 -0.228 4.724  0.0000
H: -2.349 -1.198 3.307  0.0023
H: -4.794 -2.180 3.281  -0.0011
H: -4.938 -4.300 1.752  0.0038
H: -0.038 -3.389 -1.055  0.0005
H: 1.242 -5.658 -1.484  0.0000
H: 2.131 -6.677 0.761  0.0001
C: -1.640 1.417 2.117  0.0143
C: -2.198 2.525 1.215  0.0165
C: -3.594 2.891 1.725  0.0043
C: -1.286 3.752 1.302  0.0014
P: -2.154 1.821 -0.521  0.0527
C: -3.522 0.616 -0.614  0.0087
C: -4.865 1.003 -0.542  0.0014
C: -5.881 0.073 -0.688  0.0011
C: -5.576 -1.263 -0.910  0.0000
C: -4.252 -1.665 -0.959  0.0015
C: -3.234 -0.734 -0.804  0.0059
C: -2.511 3.127 -1.819  0.0019
C: -2.747 2.363 -3.129  0.0039
C: -1.284 4.039 -1.983  0.0003
C: -3.725 4.024 -1.554  0.0012
H: -1.785 1.701 3.163  0.0007
H: -0.573 1.253 1.954  0.0077
H: -2.154 0.473 1.941  0.0003
H: -3.483 3.326 2.722  0.0013
H: -4.233 2.014 1.817  0.0001
H: -4.098 3.629 1.103  0.0001
H: -1.087 3.966 2.355  0.0000
H: -1.752 4.637 0.869  0.0000
H: -0.332 3.579 0.802  0.0007
H: -5.131 2.032 -0.364  0.0001
H: -6.912 0.394 -0.634  0.0001
H: -6.371 -1.987 -1.037  0.0000
H: -4.003 -2.705 -1.119  -0.0001
H: -2.209 -1.072 -0.812  0.0015
H: -1.869 1.792 -3.429  0.0052
H: -2.959 3.086 -3.921  0.0002
H: -3.595 1.682 -3.057  0.0001
H: -0.345 3.494 -1.903  -0.0002
H: -1.277 4.840 -1.247  0.0000
H: -1.324 4.502 -2.971  0.0001
H: -4.667 3.485 -1.618  0.0000
H: -3.747 4.795 -2.328  0.0001
H: -3.665 4.534 -0.593  0.0000